No. 1
Formula: C27H54BrFO11S
Source: OMol25
Level of theory: ωB97M-V/def2-TZVPD

XYZ file:
```
95
C27H54BrFO11S ωB97M-V/def2-TZVPD
O 1.441 -2.305 -1.578
S 0.853 -2.888 -2.714
O 0.669 -4.501 -2.344
Br -0.125 -4.538 -0.666
O 2.012 -2.882 -3.864
C 2.112 -1.548 -4.377
C 3.241 -0.808 -3.733
C 2.793 0.527 -3.307
F 2.879 1.376 -4.366
H 1.232 -0.999 -4.133
H 2.165 -1.585 -5.426
H 3.513 -1.367 -2.892
H 4.050 -0.671 -4.390
H 1.812 0.464 -2.909
H 3.413 0.907 -2.547
C -0.683 2.738 -2.713
C -1.943 2.052 -3.175
O -2.331 1.024 -2.677
C -2.706 2.710 -4.296
H -0.229 2.171 -1.906
H 0.020 2.808 -3.538
H -0.913 3.737 -2.354
H -2.078 2.779 -5.184
H -3.023 3.709 -4.000
H -3.582 2.122 -4.531
C 2.561 -0.915 3.449
C 1.599 -0.022 2.707
O 1.915 1.099 2.398
C 0.252 -0.594 2.368
H 3.486 -0.376 3.622
H 2.140 -1.207 4.411
H 2.769 -1.806 2.855
H -0.279 -0.878 3.280
H 0.370 -1.471 1.730
H -0.338 0.139 1.834
C 6.420 -1.787 0.494
C 5.866 -0.427 0.146
O 5.876 -0.020 -0.983
C 5.300 0.394 1.276
H 6.791 -2.267 -0.405
H 7.240 -1.685 1.206
H 5.637 -2.408 0.930
H 6.072 0.591 2.021
H 4.472 -0.133 1.739
H 4.936 1.340 0.889
C -3.519 -6.212 1.519
C -2.319 -6.026 2.412
O -1.317 -5.499 2.009
C -2.430 -6.525 3.826
H -3.304 -5.810 0.534
H -3.752 -7.273 1.424
H -4.379 -5.689 1.936
H -2.616 -7.600 3.828
H -3.240 -6.015 4.344
H -1.503 -6.327 4.350
C 2.331 6.470 -4.863
C 2.032 5.331 -3.919
O 0.901 5.055 -3.630
C 3.224 4.574 -3.384
H 1.400 6.930 -5.179
H 2.944 7.219 -4.361
H 2.859 6.098 -5.741
H 3.882 5.258 -2.845
H 3.767 4.126 -4.215
H 2.902 3.786 -2.711
C -0.706 -6.642 7.386
C -1.904 -5.772 7.681
O -2.895 -5.817 7.008
C -1.798 -4.841 8.863
H -0.912 -7.260 6.519
H 0.166 -6.021 7.179
H -0.495 -7.289 8.238
H -0.971 -4.145 8.719
H -1.632 -5.414 9.776
H -2.720 -4.279 8.963
C -7.310 3.086 -6.620
C -6.329 3.314 -5.496
O -5.192 3.622 -5.710
C -6.843 3.135 -4.088
H -6.813 3.246 -7.570
H -7.688 2.063 -6.585
H -8.145 3.782 -6.534
H -7.200 2.115 -3.947
H -7.658 3.834 -3.896
H -6.040 3.327 -3.384
C -1.529 4.059 3.702
C -0.131 4.444 4.125
O 0.073 5.006 5.166
C 0.982 4.086 3.178
H -2.236 4.369 4.465
H -1.784 4.550 2.762
H -1.596 2.977 3.574
H 0.827 4.578 2.216
H 1.014 3.004 3.031
H 1.929 4.414 3.594
```

HOMO (eV): -8.915
E_tot (eV): -134989.0311
Gap between HOMO and LUMO (eV): 8.58
Multiplicity: 1



No. 2
Formula: C27H54HgN3O3
Source: OMol25
Level of theory: ωB97M-V/def2-TZVPD

XYZ file:
```
88
C27H54HgN3O3 ωB97M-V/def2-TZVPD
Hg -0.248 0.308 -0.298
C 0.049 0.652 -4.898
C -0.313 0.859 -3.386
C -1.448 1.928 -3.267
C -2.727 1.421 -3.881
C -3.168 0.148 -3.243
C -2.006 -0.938 -3.014
N -0.715 -0.333 -2.567
O 0.396 -1.162 -2.194
C -1.848 -1.824 -4.268
C -2.599 -1.757 -1.868
C 0.887 1.589 -2.732
H 0.801 -0.125 -5.039
H 0.483 1.500 -5.427
H -0.717 0.311 -5.593
H -1.089 2.856 -3.714
H -1.566 2.141 -2.205
H -2.597 1.288 -4.954
H -3.522 2.167 -3.860
H -3.878 -0.251 -3.966
H -3.719 0.448 -2.352
H -0.812 -2.071 -4.500
H -2.380 -1.485 -5.157
H -2.159 -2.837 -4.012
H -3.580 -2.181 -2.085
H -2.489 -1.244 -0.913
H -2.076 -2.700 -1.706
H 0.606 2.070 -1.795
H 1.100 2.476 -3.330
H 1.768 0.947 -2.727
C 3.685 2.112 0.878
C 4.317 0.833 0.335
C 5.778 0.593 0.905
C 5.900 0.010 2.304
C 5.115 -1.243 2.401
C 3.671 -1.132 1.906
N 3.510 -0.418 0.600
O 2.091 -0.370 0.190
C 2.822 -0.508 3.078
C 3.333 -2.614 1.774
C 4.589 1.050 -1.184
H 4.368 2.929 0.645
H 3.643 1.986 1.960
H 2.707 2.346 0.459
H 6.138 1.612 1.043
H 6.489 0.067 0.269
H 5.636 0.747 3.063
H 6.945 -0.101 2.593
H 5.055 -1.799 3.336
H 5.655 -1.906 1.726
H 3.378 0.047 3.834
H 2.380 -1.286 3.700
H 2.068 0.231 2.806
H 3.470 -3.112 2.734
H 4.021 -3.114 1.092
H 2.343 -2.811 1.364
H 3.656 1.217 -1.724
H 5.053 0.135 -1.553
H 5.293 1.863 -1.359
C -3.167 2.235 0.357
C -3.215 1.184 1.499
C -4.310 0.107 1.000
C -4.413 -1.078 1.939
C -3.159 -1.872 2.019
C -1.921 -0.960 2.477
N -1.957 0.342 1.696
O -0.770 1.142 1.845
C -0.689 -1.821 2.130
C -2.017 -0.738 3.983
C -3.807 1.909 2.712
H -4.094 2.756 0.120
H -2.895 1.585 -0.474
H -2.410 2.974 0.622
H -4.117 -0.289 0.003
H -5.349 0.431 0.946
H -5.177 -1.793 1.634
H -4.688 -0.757 2.944
H -3.014 -2.385 1.068
H -3.291 -2.636 2.785
H 0.214 -1.607 2.701
H -0.350 -1.682 1.103
H -0.898 -2.878 2.295
H -3.036 -0.569 4.330
H -1.394 0.084 4.336
H -1.683 -1.621 4.528
H -3.934 1.268 3.584
H -4.782 2.354 2.516
H -3.223 2.753 3.079
```

HOMO (spin up / spin down) (eV): -6.977 / -6.991
<S²>: 0.7623
E_tot (eV): -43652.8971
Gap between HOMO and LUMO (spin up / spin down) (eV): 6.47 / 5.96
Multiplicity: 2



No. 3
Formula: C27H54N3O5ReSSi
Source: OMol25
Level of theory: ωB97M-V/def2-TZVPD

XYZ file:
```
92
C27H54N3O5ReSSi ωB97M-V/def2-TZVPD
Re 0.034 0.889 0.226
C 0.690 -1.526 2.536
C 1.988 -0.755 2.419
O 1.807 0.563 1.880
C 1.873 1.639 2.819
C 0.573 1.779 3.567
O -0.433 1.880 2.570
C -1.764 1.751 3.062
C -2.613 1.320 1.887
O -2.012 0.222 1.203
C -2.224 -1.055 1.810
C -1.237 -2.026 1.193
O 0.097 -1.531 1.244
H 0.029 -1.067 3.274
H 0.903 -2.551 2.855
H 2.648 -1.280 1.727
H 2.470 -0.699 3.396
H 2.034 2.537 2.221
H 2.708 1.503 3.509
H 0.594 2.670 4.198
H 0.389 0.907 4.205
H -2.132 2.704 3.448
H -1.793 1.020 3.876
H -2.643 2.138 1.166
H -3.630 1.078 2.199
H -3.242 -1.398 1.609
H -2.088 -0.994 2.892
H -1.455 -2.133 0.130
H -1.317 -2.998 1.687
C 1.668 5.340 -1.276
N 1.370 3.918 -1.455
C -0.004 3.603 -1.782
C 2.195 2.944 -1.037
N 1.734 1.757 -0.630
N 3.525 3.191 -1.057
C 4.453 2.444 -0.222
C 4.159 3.961 -2.125
H 0.880 5.793 -0.673
H 1.704 5.857 -2.236
H 2.612 5.478 -0.761
H -0.464 4.479 -2.233
H -0.573 3.312 -0.886
H -0.027 2.784 -2.497
H 2.523 1.147 -0.463
H 3.965 2.104 0.689
H 5.267 3.109 0.065
H 4.892 1.590 -0.750
H 3.425 4.287 -2.855
H 4.889 3.325 -2.631
H 4.685 4.834 -1.736
C -3.398 3.460 -3.925
C -3.592 3.127 -2.444
C -3.492 1.626 -2.171
S -1.872 0.965 -2.708
O -1.248 0.351 -1.427
C -2.380 -0.513 -3.643
C -3.035 -1.638 -2.838
C -4.564 -1.602 -2.767
H -3.644 4.502 -4.119
H -4.053 2.851 -4.552
H -2.366 3.294 -4.240
H -4.582 3.463 -2.133
H -2.862 3.666 -1.835
H -4.265 1.102 -2.728
H -3.571 1.368 -1.114
H -1.455 -0.854 -4.113
H -3.027 -0.126 -4.434
H -2.619 -1.647 -1.828
H -2.740 -2.572 -3.320
H -4.935 -0.861 -2.062
H -4.934 -2.571 -2.434
H -4.999 -1.402 -3.746
C 2.104 -1.080 -2.641
Si 1.499 -2.832 -2.761
C 1.602 -3.874 -1.236
C 0.718 -3.421 -4.297
C -0.274 -4.418 -4.235
C -0.864 -4.884 -5.393
C -0.469 -4.373 -6.626
C 0.520 -3.397 -6.701
C 1.113 -2.918 -5.550
H 3.140 -1.042 -2.294
H 1.488 -0.530 -1.913
H 2.043 -0.558 -3.596
H 2.626 -4.228 -1.081
H 0.963 -4.755 -1.307
H 1.310 -3.290 -0.359
H -0.582 -4.818 -3.276
H -1.620 -5.656 -5.341
H -0.932 -4.741 -7.532
H 0.830 -3.019 -7.666
H 1.895 -2.170 -5.625
```

Charge: +3
HOMO (spin up / spin down) (eV): -15.073 / -14.770
<S²>: 0.7593
E_tot (eV): -64397.6224
Gap between HOMO and LUMO (spin up / spin down) (eV): 6.28 / 5.98
Multiplicity: 2



No. 4
Formula: C27H54O27
Source: OMol25
Level of theory: ωB97M-V/def2-TZVPD

XYZ file:
```
108
C27H54O27 ωB97M-V/def2-TZVPD
C 16.356 7.896 7.941
O 15.337 6.900 7.956
C 14.174 7.201 7.395
O 13.891 8.172 6.747
O 13.315 6.228 7.706
C 12.045 6.320 7.082
H 16.429 8.404 6.982
H 17.296 7.429 8.213
H 16.128 8.641 8.708
H 11.416 7.071 7.572
H 11.524 5.384 7.267
H 12.149 6.550 6.026
C 22.632 11.434 10.552
O 23.958 11.617 11.043
C 24.885 11.852 10.103
O 24.711 11.717 8.926
O 26.009 12.212 10.703
C 27.097 12.522 9.805
H 22.599 10.869 9.625
H 22.150 12.404 10.414
H 22.090 10.907 11.333
H 27.758 13.152 10.393
H 26.720 13.121 8.978
H 27.600 11.638 9.428
C 11.800 14.216 8.698
O 12.348 13.451 7.642
C 13.570 12.935 7.833
O 14.280 13.151 8.782
O 13.832 12.149 6.805
C 15.091 11.502 6.772
H 12.464 14.251 9.561
H 10.859 13.762 9.001
H 11.658 15.246 8.375
H 15.190 10.801 7.606
H 15.926 12.197 6.884
H 15.213 10.938 5.857
C 16.790 11.820 10.903
O 17.179 10.459 10.944
C 17.446 9.916 12.126
O 17.363 10.451 13.194
O 17.883 8.679 11.895
C 18.285 7.908 13.007
H 16.539 12.092 9.885
H 17.615 12.452 11.246
H 15.963 12.018 11.584
H 19.371 7.825 13.055
H 17.895 6.898 12.867
H 17.933 8.275 13.968
C 14.775 13.214 -1.062
O 16.196 13.215 -0.997
C 16.753 12.719 0.106
O 16.168 12.370 1.098
O 18.068 12.675 -0.087
C 18.806 12.128 1.011
H 14.457 14.164 -1.477
H 14.297 13.005 -0.109
H 14.473 12.412 -1.744
H 18.664 11.046 1.059
H 18.413 12.561 1.929
H 19.863 12.332 0.889
C 21.510 7.197 10.378
O 22.349 7.645 11.440
C 21.920 8.735 12.076
O 21.007 9.436 11.729
O 22.679 8.914 13.152
C 22.476 10.132 13.876
H 20.500 7.001 10.744
H 21.926 6.258 10.026
H 21.461 7.927 9.573
H 22.733 9.929 14.908
H 21.446 10.476 13.802
H 23.113 10.909 13.452
C 17.892 6.388 0.480
O 16.720 6.737 1.225
C 16.749 7.942 1.779
O 17.642 8.744 1.646
O 15.659 8.100 2.511
C 15.469 9.391 3.110
H 18.765 6.415 1.138
H 18.066 7.085 -0.334
H 17.738 5.360 0.175
H 15.474 10.181 2.365
H 16.270 9.575 3.829
H 14.545 9.305 3.670
C 25.016 8.254 10.182
O 23.949 8.473 9.250
C 24.292 8.393 7.965
O 25.398 8.186 7.537
O 23.186 8.579 7.257
C 23.334 8.658 5.834
H 25.475 7.278 10.067
H 24.586 8.443 11.159
H 25.759 9.035 9.995
H 22.340 8.899 5.468
H 23.643 7.703 5.413
H 24.024 9.451 5.556
C 19.089 9.847 4.048
O 19.897 9.916 5.213
C 19.306 10.344 6.310
O 18.123 10.532 6.458
O 20.242 10.485 7.249
C 19.764 10.564 8.566
H 18.534 10.766 3.860
H 18.338 9.064 4.144
H 19.718 9.580 3.207
H 19.524 9.573 8.965
H 18.878 11.183 8.703
H 20.523 10.968 9.234
```

SMILES: COC(=O)OC.COC(=O)OC.COC(=O)OC.COC(=O)OC.COC(=O)OC.COC(=O)OC.COC(=O)OC.COC(=O)OC.COC(=O)OC
HOMO (eV): -10.706
E_tot (eV): -84157.3750
Gap between HOMO and LUMO (eV): 11.20
Multiplicity: 1